No. 1
# C4H8N2S4

A 2-piece molecular cluster, C4H8N2S4 overall (ωB97M-V with the def2-TZVPD basis set, the Open Molecules 2025 dataset).

Geometry as XYZ:
```
18
Properties=species:S:1:pos:R:3:lowdin_charge:R:1
C 0.025 -0.374 1.745 -0.77
C 1.756 -1.584 0.551 -0.76
C -1.687 2.116 -2.102 -0.14
C -0.590 1.973 -1.083 -0.94
H 0.723 0.466 1.715 0.07
H -0.066 -2.323 1.125 0.12
H 2.319 -0.648 0.613 0.08
H -1.908 3.172 -2.250 0.07
H -2.593 1.599 -1.767 0.08
H -1.390 1.665 -3.055 0.07
H 0.555 0.629 -0.107 0.01
H -1.745 -1.025 -0.638 -0.12
N 0.523 -1.494 1.139 -0.15
N -0.200 0.703 -0.778 -0.44
S -1.434 -0.268 2.442 0.68
S 2.346 -2.912 -0.166 0.67
S 0.130 3.249 -0.336 0.65
S -0.741 -0.743 -1.492 0.81
```

2S+1: 1
HOMO level (eV): -8.79
Gap between HOMO and LUMO (eV): 7.632
LUMO (eV): -1.156
Total energy (hartree): -1859.43527
SMILES string: CC(=S)NS.S=CNC=S

=====

No. 2
# C4H8N3

An isolated ion of composition C4H8N3 and charge +1 in a non-equilibrium geometry (ωB97M-V with the def2-TZVPD basis set, the Open Molecules 2025 dataset).

Geometry as XYZ:
```
15
Properties=species:S:1:pos:R:3:lowdin_charge:R:1
C -0.220 -2.324 0.581 -0.17
C 1.308 -0.632 0.560 -0.14
C -0.773 1.855 0.108 -0.03
C 0.341 1.229 -0.811 -0.17
N 0.962 -1.810 1.069 0.09
N -0.821 -1.732 -0.363 0.29
N 0.649 -0.127 -0.464 0.17
H -0.505 -3.267 0.992 0.15
H 2.282 -0.227 0.910 0.19
H -0.525 1.602 1.075 0.05
H -1.782 1.468 -0.089 0.09
H -0.694 2.918 -0.041 0.08
H 1.224 1.749 -0.591 0.13
H 0.041 1.311 -1.879 0.14
H -1.486 -2.012 -1.057 0.13
```

2S+1: 1
HOMO level (alpha / beta) (eV): -15.08 / -15.08
Gap between HOMO and LUMO (alpha / beta) (eV): 7.525 / 7.526
LUMO (alpha / beta) (eV): -7.550 / -7.549
Total energy (hartree): -321.07816
Total charge: +1

=====

No. 3
# C4H8N3

An isolated ion of composition C4H8N3 and charge +1 in a non-equilibrium geometry (ωB97M-V with the def2-TZVPD basis set, the Open Molecules 2025 dataset).

Geometry as XYZ:
```
15
Properties=species:S:1:pos:R:3:lowdin_charge:R:1
C -0.227 1.319 0.203 -0.04
C -1.474 0.794 0.231 -0.17
C 0.913 0.509 -0.011 -0.15
C 2.813 -0.798 -0.062 -0.02
N -1.740 -0.430 -0.066 -0.04
N 1.617 -0.293 0.568 0.20
N -2.941 -0.841 -0.081 0.09
H 0.091 2.364 0.438 0.15
H -2.365 1.283 0.561 0.12
H 1.183 0.706 -1.106 0.21
H 3.712 -0.520 0.600 0.14
H 2.606 -1.894 -0.052 0.12
H 2.783 -0.267 -1.084 0.13
H -3.258 -1.681 -0.484 0.11
H -3.714 -0.252 0.343 0.16
```

2S+1: 3
HOMO level (alpha / beta) (eV): -11.78 / -13.96
Gap between HOMO and LUMO (alpha / beta) (eV): 8.023 / 5.565
LUMO (alpha / beta) (eV): -3.755 / -8.398
Total energy (hartree): -321.00937
Total charge: +1

=====

No. 4
# C4H8N3

An isolated ion of composition C4H8N3 and charge +1 in a non-equilibrium geometry (ωB97M-V with the def2-TZVPD basis set, the Open Molecules 2025 dataset).

Geometry as XYZ:
```
15
Properties=species:S:1:pos:R:3:lowdin_charge:R:1
C 0.215 0.049 -1.603 -0.05
C 0.974 1.173 1.302 -0.22
C 1.623 1.398 -0.182 -0.03
C -1.738 -1.107 -0.690 -0.05
N 1.224 0.947 -1.251 0.11
N -0.729 -0.197 -0.796 0.10
N 0.381 -0.058 1.514 0.17
H 0.282 -0.526 -2.522 0.17
H 1.841 1.259 1.944 0.11
H 0.287 2.009 1.346 0.13
H 2.562 1.908 -0.069 0.13
H -1.859 -1.623 -1.624 0.12
H -1.436 -1.835 0.033 0.10
H -2.736 -0.552 -0.360 0.17
H -0.592 -0.044 1.304 0.03
```

2S+1: 3
HOMO level (alpha / beta) (eV): -13.84 / -14.56
Gap between HOMO and LUMO (alpha / beta) (eV): 8.475 / 5.977
LUMO (alpha / beta) (eV): -5.364 / -8.584
Total energy (hartree): -320.99334
Total charge: +1

=====

Summary of energy relative to the best compared isomer or geometry (same formula, charge and spin) in kcal per mole
0.0, 133.8, 51.2, 61.2
(order as listed above)